Record 1
77
Properties=species:S:1:pos:R:3:lowdin_spin:R:1 method="wB97M-V/def2-TZVPD" homo_lumo_gap_ev="7.04 / 5.27" multiplicity=5 max_force_ev_per_a=4.34 e_lumo_ha="-0.4491 / -0.5414" total_charge=+4 energy_ha=-4584.97090
Os -0.319 -0.273 -2.789 1.754
Br -0.805 -1.830 0.333 0.569
P -1.750 -1.919 -3.090 0.014
P 1.702 -0.926 -1.889 0.097
O -2.007 0.790 0.245 0.002
N -1.040 7.219 -8.008 0.006
N -0.184 0.690 1.760 -0.002
C -2.458 -0.916 -4.594 0.053
C -1.174 5.957 -8.429 0.232
C 4.227 -0.057 -0.778 0.000
C 3.404 -0.077 -4.009 0.007
C -1.745 1.605 -3.095 0.049
C -2.775 -1.384 -6.020 0.010
C -1.201 0.938 -0.888 0.034
C -4.458 -3.305 -2.366 -0.002
C -0.701 7.428 -6.729 0.227
C -2.316 1.837 2.304 0.000
C -0.983 4.837 -7.600 0.258
C -1.415 1.097 1.416 0.002
C 2.469 -1.195 -3.531 0.076
C -0.409 3.173 -4.349 -0.026
C -0.481 -3.262 -3.488 0.017
C 2.762 0.315 -1.031 0.006
C 2.167 -2.344 -0.798 0.009
C 3.228 -3.308 -1.294 0.003
C -0.563 -4.717 -4.020 0.005
C -0.487 6.387 -5.816 0.284
C -0.057 1.755 -0.917 0.097
C -0.498 3.940 -5.302 0.033
C 0.218 2.537 -2.039 0.020
C -2.047 0.740 -2.019 -0.011
C -0.636 2.464 -3.124 0.060
C -3.243 -2.419 -2.014 -0.003
C -0.642 5.043 -6.248 0.009
H -2.606 2.781 1.801 0.000
H 3.009 -2.144 -3.516 0.008
H -5.011 -3.535 -1.439 0.000
H 4.744 -0.444 -1.660 0.000
H 3.055 0.909 -3.703 0.001
H -1.120 3.849 -8.036 0.009
H 2.473 -1.907 0.166 0.000
H 0.986 3.285 -2.005 0.000
H 1.627 -1.277 -4.249 0.023
H -3.330 -0.347 -4.228 0.002
H 2.897 -3.883 -2.158 0.000
H 2.265 0.497 -0.070 0.000
H -3.101 -0.496 -6.589 0.000
H -3.214 1.206 2.407 0.000
H 3.429 -0.068 -5.098 0.000
H -2.967 0.188 -1.995 0.000
H -5.197 -2.806 -3.005 0.000
H 0.125 -0.256 1.375 0.004
H 4.351 -0.780 0.035 0.000
H -0.008 0.780 2.765 0.000
H 0.038 -3.359 -2.513 0.001
H 0.465 -5.021 -4.294 0.000
H 4.169 -2.822 -1.558 0.000
H -0.601 8.479 -6.434 0.005
H -2.758 -2.856 -1.135 0.000
H 0.500 1.927 0.012 0.003
H -1.885 -1.762 -6.535 0.001
H 2.701 1.257 -1.586 0.000
H -1.612 -0.174 -4.728 0.020
H -2.409 1.731 -3.954 0.003
H -1.167 -4.844 -4.921 0.000
H 4.777 0.838 -0.472 0.000
H 3.466 -4.023 -0.508 0.001
H -3.587 -2.112 -6.047 0.002
H -0.220 6.647 -4.794 0.010
H -1.452 5.850 -9.484 0.006
H -1.797 2.017 3.255 0.000
H -3.680 -1.485 -1.655 0.000
H -0.881 -5.403 -3.232 0.000
H -4.199 -4.270 -2.809 0.000
H 0.207 -2.760 -4.206 0.006
H 1.233 -2.868 -0.544 0.001
H 4.426 -0.215 -3.659 0.001

=====

Record 2
87
Properties=species:S:1:pos:R:3:lowdin_spin:R:1 method="wB97M-V/def2-TZVPD" homo_lumo_gap_ev="5.32 / 4.38" multiplicity=2 max_force_ev_per_a=0.65 e_above_lowest_kcal_mol=0.0 e_lumo_ha="-0.3516 / -0.3861" total_charge=+3 energy_ha=-4175.69772
Ir 0.774 1.230 -0.128 0.000
Te -3.251 -0.429 -4.192 0.804
Cl 1.465 7.541 -0.736 0.000
Cl -2.874 2.086 3.484 0.000
Cl 4.755 3.422 0.164 0.000
S -2.054 2.853 6.279 0.000
P 3.396 -0.802 -0.400 0.000
O -0.109 -0.277 -1.039 0.001
O -2.330 -0.518 -1.027 0.003
O 2.391 0.097 0.344 0.000
O -0.858 6.073 2.755 0.000
N -1.342 4.687 -0.063 0.000
N 0.300 0.791 1.771 0.000
N 2.778 -2.192 -0.997 0.000
N 3.983 0.093 -1.641 0.000
N -0.721 2.603 -0.354 0.000
N 4.527 -1.240 0.674 0.000
C -1.274 -0.586 -0.446 0.000
C -2.091 2.622 -0.208 0.000
C 1.040 5.759 1.274 0.000
C -3.835 -0.758 -6.195 0.070
C -2.170 3.196 4.607 0.000
C -1.177 -1.033 1.006 0.000
C 2.165 -3.159 -0.089 0.000
C 3.000 5.444 -0.137 0.000
C -1.258 4.343 6.545 0.000
C -0.321 6.407 1.499 0.000
C -2.476 3.909 -0.024 0.000
C 2.324 -2.308 -2.381 0.000
C 5.062 -0.275 1.635 0.000
C -1.632 4.891 2.854 0.000
C 2.598 3.949 1.714 0.000
C -1.033 0.147 1.956 0.000
C 5.304 -0.188 -2.211 0.000
C 1.861 6.155 0.216 0.000
C 1.473 4.689 2.053 0.000
C -1.634 4.403 4.266 0.000
C -4.238 -2.116 -3.405 0.071
C 3.338 4.316 0.593 0.000
C 5.293 -2.489 0.605 0.000
C -1.097 5.065 5.402 0.000
C -1.253 6.117 0.285 0.000
C -0.313 3.869 -0.315 0.000
C 3.219 1.065 -2.394 0.000
H 2.930 -1.687 -3.036 0.000
H 5.895 0.728 -2.240 0.000
H -3.783 -1.824 -6.408 0.006
H 6.057 0.059 1.331 0.000
H 4.411 0.590 1.714 0.000
H -0.961 4.615 7.545 0.000
H 2.949 3.148 2.352 0.000
H -0.317 -1.697 1.121 0.000
H -2.082 -1.583 1.256 0.000
H 5.152 -3.061 1.523 0.000
H -2.658 5.065 2.511 0.000
H 5.141 -0.750 2.614 0.000
H 2.443 -3.344 -2.700 0.000
H -1.791 0.910 1.794 0.000
H 2.211 1.207 -1.965 0.000
H 0.378 1.612 2.376 0.000
H 2.432 -4.171 -0.395 0.000
H 2.515 -3.007 0.930 0.000
H -3.943 -2.986 -3.989 0.010
H -2.691 1.728 -0.223 0.000
H -1.213 4.098 2.221 0.000
H -0.632 6.038 5.365 0.000
H 3.620 5.782 -0.956 0.000
H 1.272 -2.028 -2.480 0.000
H -3.180 -0.192 -6.851 0.001
H -2.266 6.449 0.505 0.000
H -0.889 6.665 -0.580 0.000
H 6.355 -2.262 0.500 0.000
H -4.861 -0.407 -6.306 0.017
H -3.448 4.329 0.166 0.000
H -5.310 -1.947 -3.506 0.015
H 4.980 -3.090 -0.244 0.000
H 0.937 4.444 2.958 0.000
H -1.093 -0.179 2.996 0.000
H 5.831 -0.918 -1.600 0.000
H -0.193 7.491 1.504 0.000
H 3.072 0.745 -3.429 0.000
H 1.074 -3.068 -0.113 0.000
H -3.965 -2.216 -2.359 0.000
H 3.715 2.037 -2.387 0.000
H 1.042 0.144 2.059 0.000
H 0.714 4.184 -0.408 0.000
H 5.217 -0.586 -3.224 0.000

=====

Record 3
99
Properties=species:S:1:pos:R:3:mulliken_charge:R:1 method="wB97M-V/def2-TZVPD" homo_lumo_gap_ev=3.23 max_force_ev_per_a=10.61 e_lumo_ha=-0.0972 energy_ha=-6761.83501
K -0.501 -7.203 3.201 0.946
Cl 2.604 -3.429 -1.177 -0.720
Cl 5.450 -5.187 3.645 -0.259
Cl 0.322 6.701 -5.999 -0.101
Cl 3.686 -0.380 10.436 -0.687
Cl 2.877 5.840 -7.080 -0.114
Cl 1.875 4.674 -4.616 -0.093
Cl 0.594 4.047 -7.145 -0.060
P -1.427 2.227 -3.162 1.104
Mg 5.583 -3.776 7.499 0.721
F 0.902 -1.221 7.758 -0.315
O 7.997 -6.339 5.193 -0.598
O -2.688 1.134 -3.117 -0.454
O -1.434 2.159 -1.449 -0.334
O 5.003 -2.704 9.333 -0.474
O -1.286 -3.091 2.320 -0.271
O 8.383 -5.901 7.178 -0.493
O -7.005 5.831 -4.800 -0.190
O 9.287 -7.730 6.328 -0.616
O -7.736 5.951 -6.851 -0.292
O -2.327 3.601 -2.944 -0.418
O 3.603 1.797 -8.869 -0.512
O -8.826 7.132 -5.235 -0.543
O 4.304 -1.709 8.774 -0.019
O 1.318 -3.455 0.271 -0.209
O -1.369 2.298 -4.695 -0.701
N 4.514 -2.645 5.439 -0.428
N 2.031 -0.728 4.668 -0.521
C 2.846 -0.580 5.858 0.191
C -1.995 -4.119 3.055 -0.305
C 1.742 -2.130 2.476 -0.115
C 8.595 -6.716 6.236 0.689
C 4.061 -3.997 3.267 0.427
C -0.994 -5.121 3.866 -1.276
C -2.405 4.601 -3.949 0.183
C 2.714 1.077 -8.030 -0.422
C 2.437 0.638 6.869 -0.557
C 4.071 -1.510 6.216 1.339
C 0.247 0.508 -0.861 -0.581
C 3.698 -2.785 4.247 -0.352
C -8.666 6.458 -7.806 -0.628
C -1.192 0.957 -0.742 -0.206
C 0.110 -4.263 0.475 0.080
C 1.096 0.231 7.712 -0.309
C 3.291 -4.283 1.899 -0.354
C 4.943 -1.215 7.558 -1.338
C -2.023 -1.195 -3.361 -0.991
C -1.206 -3.379 0.895 0.014
C -3.597 4.357 -4.857 -0.953
C -2.713 0.005 -3.982 -0.265
C 2.085 -3.326 1.492 -0.143
C 1.417 5.315 -6.210 0.312
C -7.946 6.382 -5.592 0.710
C 2.503 -1.847 3.853 0.370
C -7.104 6.202 -3.426 -0.634
Li 6.515 -5.631 1.335 0.923
H -1.416 1.162 0.310 0.394
H -2.507 -1.480 -2.423 0.188
H 3.434 2.738 -8.723 0.298
H -6.299 5.702 -2.885 0.168
H -1.889 0.181 -1.051 0.153
H -6.980 7.282 -3.308 0.312
H 1.682 1.321 -8.294 0.150
H 3.298 0.972 7.551 0.209
H -0.373 -4.556 4.654 0.384
H -0.976 -0.973 -3.141 0.202
H -3.582 3.355 -5.291 0.254
H -0.170 -4.753 -0.551 0.351
H -2.058 -2.055 -4.036 0.469
H 1.295 0.568 8.802 0.243
H -2.534 5.562 -3.442 0.435
H 0.388 -0.448 -0.349 -0.070
H 6.000 -1.707 7.348 0.487
H 2.905 1.337 -6.985 0.214
H 0.543 0.396 -1.906 0.297
H -2.626 -3.576 3.874 0.278
H -3.621 5.087 -5.670 0.395
H -1.471 4.667 -4.513 -0.145
H 0.313 -5.144 1.196 -0.356
H -2.754 -4.690 2.382 0.312
H 3.575 -5.139 1.174 0.286
H -8.604 7.548 -7.863 0.290
H -1.088 -2.364 0.328 -0.251
H -3.765 -0.239 -4.159 0.316
H -0.249 -5.709 3.193 0.369
H -1.680 -5.930 4.381 0.420
H 5.175 -0.078 7.697 0.242
H 2.099 1.503 6.159 0.414
H -9.683 6.140 -7.561 0.289
H 0.917 1.247 -0.413 0.358
H -8.402 6.047 -8.782 0.218
H -2.273 0.220 -4.958 0.276
H 2.881 0.008 -8.172 0.277
H 0.145 0.715 7.282 0.285
H 5.974 -2.449 9.420 0.390
H -8.059 5.874 -3.006 0.316
H 0.873 -1.430 2.159 0.191
H -4.530 4.435 -4.290 0.149
H -2.172 -3.878 0.468 0.382

=====

Record 4
110
Properties=species:S:1:pos:R:3:mulliken_charge:R:1 method="wB97M-V/def2-TZVPD" homo_lumo_gap_ev=10.00 max_force_ev_per_a=6.18 e_lumo_ha=0.0531 total_charge=-1 energy_ha=-4849.45881
P 0.562 0.444 -0.339 1.643
P -3.403 -2.756 -0.654 1.707
F 1.369 0.343 1.073 -0.407
F -3.650 -4.314 -1.130 -0.406
F -0.195 0.469 -1.752 -0.525
F 1.856 1.254 -0.981 -0.420
F -5.008 -2.499 -0.653 -0.405
F -0.623 -0.440 0.301 -0.370
F -0.175 1.730 0.248 -0.709
F 0.880 -4.302 2.256 -0.377
F -3.143 -2.453 -2.236 -0.425
F -3.665 -3.119 0.958 -0.443
F 1.171 -1.078 -0.793 -0.261
F -1.850 -3.068 -0.501 -0.605
F -3.109 -1.194 -0.374 -0.489
O 2.275 -4.800 -2.821 -0.367
O 0.563 -3.569 -1.996 -0.266
O 0.891 5.992 4.608 -0.232
O 1.734 -5.070 -0.665 -0.174
O 6.502 -0.703 -0.400 -0.369
O -2.714 -4.069 4.381 -0.601
O -2.974 0.715 3.837 -0.269
O -0.584 -1.425 -3.820 -0.004
O -3.603 2.370 5.166 -0.615
O 1.061 -1.053 -5.333 -0.418
O -3.601 4.330 0.675 -0.366
O 0.999 6.378 -0.674 -0.341
O 5.683 -0.585 1.570 -0.331
O 0.385 4.029 3.544 -0.117
O -0.860 -2.997 4.448 -0.315
O -4.906 1.679 3.452 -0.362
O 7.904 -0.877 1.350 -0.615
O 1.691 5.630 1.341 -0.332
O -4.923 2.772 -0.127 -0.411
O -5.818 4.252 1.384 -0.567
O 1.621 7.961 0.847 -0.608
O 0.228 4.057 5.895 -0.552
O -1.218 -3.977 2.596 -0.323
O -0.846 -1.769 -5.959 -0.346
C -3.867 1.611 4.265 0.541
C 1.194 4.452 0.651 0.988
C -1.721 -3.661 3.870 0.652
C -3.703 2.434 -0.613 -0.127
C -2.143 -2.320 -5.815 -0.149
C 0.263 -2.790 3.745 -0.158
C 6.747 -0.851 0.881 0.659
C -2.789 3.676 -0.298 0.977
C 1.627 6.558 5.747 -0.712
C 2.167 -4.254 -4.083 0.294
C 1.481 -4.366 -1.868 0.239
C -4.885 3.830 0.726 0.694
C 5.212 -0.161 -0.572 -0.133
C 0.026 -3.367 2.413 1.008
C -2.729 -2.630 -7.248 -1.310
C 1.427 1.855 3.730 -1.145
C 2.965 -5.799 -0.626 -0.756
C 0.487 4.626 4.815 0.459
C 1.806 -0.309 -4.349 -0.461
C -4.999 0.516 2.609 -0.461
C -0.247 -1.361 -4.975 0.601
C 1.439 -5.121 -5.158 -1.232
C 4.784 0.202 0.838 0.600
C 1.303 5.005 -0.763 -0.473
C -3.607 -0.002 2.802 0.797
C 1.495 6.744 0.539 0.523
C 0.091 2.603 3.412 0.524
Li -0.538 -1.811 -1.780 1.299
H 2.269 4.771 -1.212 0.306
H 2.458 7.096 5.289 0.268
H 0.350 -5.058 -5.151 0.216
H -0.303 2.488 2.402 -0.379
H 2.161 2.420 3.155 0.289
H 0.142 4.221 0.820 -0.561
H -3.295 1.502 -0.222 0.067
H -2.998 -0.076 1.901 -0.349
H 3.221 -4.144 -4.338 0.363
H 3.003 -6.563 0.150 0.285
H 1.808 -3.228 -4.152 -0.235
H -3.993 2.175 -1.631 0.237
H -1.950 -3.213 -5.221 0.278
H 5.164 0.641 -1.309 0.274
H -3.877 -1.052 2.918 0.045
H -0.079 -2.633 1.614 -0.218
H -2.781 -1.690 -5.196 0.316
H 3.723 -0.043 0.896 -0.438
H 1.751 2.025 4.757 0.460
H -2.018 -3.242 -7.803 0.320
H 1.482 0.809 3.429 0.117
H 3.116 -6.406 -1.519 0.277
H 2.394 -1.092 -3.871 0.230
H 1.078 7.397 6.175 0.268
H 0.313 -1.720 3.542 0.094
H -2.950 -1.691 -7.756 0.327
H -0.709 2.327 4.099 0.408
H 1.633 -6.173 -4.948 0.380
H -5.771 -0.129 3.030 0.270
H 2.137 5.823 6.369 0.325
H 0.588 4.468 -1.384 0.331
H 1.829 -4.843 -6.137 0.398
H -2.718 4.307 -1.183 0.164
H 1.046 -3.257 4.343 0.281
H 4.886 1.229 1.187 0.142
H 2.495 0.336 -4.895 0.331
H 3.789 -5.090 -0.546 0.299
H 4.555 -0.958 -0.917 0.178
H -5.381 0.611 1.593 0.355
H -3.646 -3.201 -7.098 0.395
H 1.825 3.564 0.631 0.103
H 1.275 0.238 -3.570 0.112
H -1.816 3.459 0.143 -0.679

=====

Record 5
86
Properties=species:S:1:pos:R:3:mulliken_charge:R:1 method="wB97M-V/def2-TZVPD" homo_lumo_gap_ev=8.01 max_force_ev_per_a=0.80 e_lumo_ha=-0.0181 energy_ha=-5093.40726
Pt -0.951 -0.775 -1.044 3.433
Ge 1.415 -1.358 -0.876 0.129
S -1.132 -2.578 -2.371 -0.435
S -2.333 0.443 -3.107 1.008
P -0.318 2.471 0.026 -0.450
O -2.934 0.120 -1.759 -0.795
O -2.604 -0.590 -4.078 -0.689
O -0.801 0.383 -2.710 -0.593
O -2.615 1.786 -3.544 -0.766
O -0.838 1.051 0.103 -0.951
N -1.006 -5.040 -1.584 -0.722
N -1.235 3.328 1.100 0.454
N -1.016 -3.422 0.149 0.667
N -1.387 -2.055 0.543 -0.839
N 1.270 2.520 0.504 1.022
N -0.318 3.340 -1.356 0.525
C -2.882 -2.081 0.859 2.233
C 1.445 -1.182 2.097 -1.542
C -3.236 -0.650 1.252 -1.948
C 2.178 -1.326 0.924 1.034
C 2.832 0.788 -4.201 -0.681
C 3.989 1.692 -2.299 -0.418
C -1.481 4.140 -1.758 -0.802
C 1.557 1.901 1.790 -1.385
C 0.577 3.046 -2.479 -1.133
C 3.563 -1.484 1.024 -0.603
C -1.075 -3.775 -1.166 0.893
C 2.072 -1.187 3.337 -0.282
C 2.381 -0.087 -1.993 0.538
C 2.155 -0.092 -3.370 -0.464
C 3.299 0.819 -1.468 -0.118
C -0.446 -5.649 0.638 -0.915
C -3.190 -2.953 2.076 -2.301
C -0.271 -3.987 2.471 -0.995
C 2.166 3.635 0.236 -1.310
C -0.607 -4.351 1.064 0.813
C 3.753 1.678 -3.667 -0.632
C -2.541 2.912 1.573 -0.750
C -0.725 -5.960 -0.689 -0.492
C 3.448 -1.337 3.421 -0.718
C -0.886 4.698 1.426 -1.224
C 4.195 -1.487 2.260 -0.771
C -3.771 -2.562 -0.289 -1.735
H 3.479 0.851 -0.399 0.204
H 0.975 3.990 -2.865 0.446
H -2.950 -4.007 1.925 0.431
H -3.630 -3.630 -0.493 0.381
H -0.683 -6.985 -1.041 0.416
H 4.285 2.363 -4.316 0.379
H -4.255 -0.638 1.643 0.608
H -2.689 -2.581 2.970 0.296
H -0.129 -6.406 1.338 0.486
H -4.265 -2.902 2.249 0.587
H -2.099 4.375 -0.896 0.281
H -3.199 0.019 0.399 0.074
H -2.080 3.606 -2.491 0.153
H 3.185 3.256 0.131 0.369
H 1.405 2.418 -2.158 0.113
H 1.505 2.641 2.600 0.318
H 1.650 -2.766 -1.456 -0.021
H 2.558 1.463 1.787 0.366
H 0.039 2.527 -3.269 0.321
H 0.837 1.117 1.991 0.362
H 0.253 -3.038 2.502 0.055
H 4.707 2.387 -1.879 0.429
H 2.161 4.357 1.062 0.329
H -1.701 5.377 1.153 0.440
H 0.376 -4.763 2.874 0.525
H 1.896 4.147 -0.681 0.380
H 0.001 5.013 0.881 0.293
H -0.698 4.809 2.499 0.309
H -1.146 -3.909 3.103 0.194
H -2.573 2.927 2.667 0.271
H 0.370 -1.048 2.030 0.730
H -2.759 1.910 1.227 -0.011
H 1.483 -1.065 4.239 0.447
H -2.558 -0.297 2.031 0.398
H 4.163 -1.605 0.128 0.482
H -4.815 -2.435 0.005 0.508
H 5.269 -1.608 2.316 0.435
H 1.422 -0.766 -3.798 0.238
H 2.635 0.782 -5.266 0.435
H -1.117 5.078 -2.186 0.347
H -3.319 3.587 1.199 0.305
H -3.621 -1.996 -1.204 0.187
H 3.938 -1.336 4.386 0.414